[1]
Computed, not measured: C37H47BN8ReS3Se2 as an isolated structure, with ωB97M-V with the def2-TZVPD basis set.

Output
Net charge: +4
DFT total energy (a.u.): -7975.43704
Spin multiplicity: 2

The geometry in XYZ format:
```
99
Properties=species:S:1:pos:R:3:forces:R:3
Re 0.1765 -3.1853 0.5191 -0.5 -0.1 -0.4
C -1.6187 -1.4988 -4.1742 0.0 0.0 0.0
C -1.6696 -0.7470 -2.8806 0.0 0.0 -0.1
C -2.4328 0.3851 -2.6815 0.0 0.0 0.0
C -2.4449 1.0658 -1.4447 0.0 0.0 0.0
N -1.6752 0.6494 -0.4427 0.0 0.0 0.0
N -0.9443 -0.4250 -0.6393 0.0 0.0 -0.1
B 0.1336 -0.8355 0.3838 0.1 0.2 0.3
N -0.0116 -0.1820 1.7903 0.0 0.1 -0.2
N 0.2303 1.1230 1.7980 0.1 -0.1 0.0
C 0.1749 1.7709 2.9498 0.0 0.0 0.1
C -0.1558 1.0833 4.1388 0.0 0.0 0.0
C -0.3855 -0.2707 4.1372 0.0 -0.1 0.1
C -0.7082 -1.0557 5.3725 0.0 0.0 -0.1
C -0.2739 -0.8949 2.8811 0.0 0.0 0.0
S -0.4747 -2.6095 2.6902 -0.1 -0.1 0.0
C 0.5238 3.2463 2.9033 0.1 0.0 0.0
C 2.0159 3.3385 2.5296 0.0 0.0 0.0
C -0.3260 3.9269 1.8236 0.0 0.0 0.0
C 0.2866 3.9297 4.2510 0.0 0.0 0.0
N 1.4955 -0.3421 -0.1990 0.0 -0.2 0.2
N 1.4835 0.7245 -0.9832 0.0 0.1 0.0
C 2.6428 1.2687 -1.3082 0.0 -0.1 0.0
C 3.8413 0.7649 -0.7496 0.0 0.0 0.0
C 3.8512 -0.3541 0.0520 0.1 0.0 0.0
C 5.0951 -0.9542 0.6289 0.0 0.0 0.0
C 2.5898 -0.9324 0.2692 -0.1 0.0 -0.1
S 2.3769 -2.4721 1.0658 0.2 0.1 0.1
C 2.5950 2.4294 -2.2890 0.0 0.1 0.1
C 1.7595 2.0109 -3.5064 0.0 0.0 0.0
C 1.9123 3.6149 -1.5853 0.0 0.0 0.0
C 3.9962 2.8354 -2.7496 0.0 0.0 0.0
C -0.9345 -1.1453 -1.7596 0.0 0.0 0.1
S 0.0865 -2.5749 -1.6791 0.0 0.0 0.0
C -3.2564 2.3229 -1.2114 0.0 0.0 0.0
C -4.4848 2.3670 -2.1259 0.0 0.0 0.0
C -3.7013 2.4117 0.2525 0.0 0.0 0.0
C -2.3204 3.5038 -1.5383 0.0 0.0 0.0
H -2.3960 -1.1576 -4.8536 0.0 0.0 0.0
H -0.6547 -1.3399 -4.6635 0.0 0.0 0.0
H -1.7403 -2.5721 -4.0211 0.0 0.0 0.0
H -3.0486 0.7554 -3.4904 0.0 0.0 0.0
H -0.2158 1.6298 5.0700 0.0 0.0 0.0
H -0.7458 -0.4087 6.2451 0.0 0.0 0.0
H -1.6741 -1.5554 5.2762 0.0 0.0 0.0
H 0.0462 -1.8244 5.5521 0.0 0.0 0.0
H 2.2027 2.8787 1.5548 0.0 0.0 0.0
H 2.3067 4.3873 2.4748 0.0 0.0 0.0
H 2.6485 2.8573 3.2780 0.0 0.0 0.0
H -0.1953 3.4394 0.8592 0.0 0.0 0.0
H -1.3851 3.9146 2.0893 0.0 0.0 0.0
H -0.0198 4.9683 1.7298 0.0 0.0 0.0
H 0.9461 3.5479 5.0325 0.0 0.0 0.0
H 0.4992 4.9931 4.1511 0.0 0.0 0.0
H -0.7510 3.8388 4.5789 0.0 0.0 0.0
H 4.7776 1.2520 -0.9845 0.0 0.0 0.0
H 5.9637 -0.3376 0.4116 0.0 0.0 0.0
H 5.0101 -1.0604 1.7121 0.0 0.0 0.0
H 5.2729 -1.9495 0.2155 0.0 0.0 0.0
H 0.7414 1.7456 -3.2147 0.0 0.0 0.0
H 1.7059 2.8431 -4.2068 0.0 0.0 0.0
H 2.2131 1.1661 -4.0294 0.0 0.0 0.0
H 0.8979 3.3480 -1.2855 0.0 0.0 0.0
H 2.4694 3.9379 -0.7048 0.0 0.0 0.0
H 1.8569 4.4598 -2.2715 0.0 0.0 0.0
H 4.5314 2.0083 -3.2207 0.0 0.0 0.0
H 3.9082 3.6267 -3.4927 0.0 0.0 0.0
H 4.6007 3.2361 -1.9338 0.0 0.0 0.0
H -5.1040 1.4731 -2.0233 0.0 0.0 0.0
H -5.0986 3.2225 -1.8475 0.0 0.0 0.0
H -4.2243 2.5025 -3.1763 0.0 0.0 0.0
H -4.4116 1.6192 0.5006 0.0 0.0 0.0
H -2.8559 2.3599 0.9383 0.0 0.0 0.0
H -4.2094 3.3622 0.4086 0.0 0.0 0.0
H -1.9730 3.4701 -2.5729 0.0 0.0 0.0
H -2.8671 4.4365 -1.4000 0.0 0.0 0.0
H -1.4569 3.5110 -0.8729 0.0 0.0 0.0
Se -0.4729 -5.6043 1.4272 0.2 0.1 0.1
Se -1.8233 -5.8683 -0.4950 0.0 0.0 0.0
C -2.8059 -4.2658 -0.1723 0.0 0.0 0.0
C -4.1725 -4.3032 -0.3841 0.0 0.0 0.0
C -4.9228 -3.1704 -0.1105 -0.1 0.0 0.0
C -4.2782 -2.0701 0.4289 0.1 0.0 0.0
C -2.9132 -2.1201 0.6247 0.0 -0.1 0.0
N -2.1515 -3.1787 0.2817 -0.1 0.0 0.0
C 1.1133 -5.9110 0.3599 0.0 0.0 0.0
C 1.8194 -7.0815 0.2597 0.0 0.0 0.0
C 2.8726 -7.0966 -0.6566 0.0 0.0 0.0
C 3.1595 -5.9575 -1.3974 0.0 0.0 0.0
C 2.4148 -4.8093 -1.1985 -0.1 -0.1 0.1
N 1.3888 -4.7972 -0.3335 0.0 0.1 0.0
H -4.6447 -5.2164 -0.7219 0.0 0.0 0.0
H -5.9939 -3.1725 -0.2674 0.0 0.0 0.0
H -4.8235 -1.1857 0.7273 0.0 0.0 0.0
H -2.4139 -1.2874 1.0898 0.0 0.0 0.0
H 1.5662 -7.9483 0.8562 0.0 0.0 0.0
H 3.4606 -7.9969 -0.7861 0.0 0.0 0.0
H 3.9661 -5.9528 -2.1177 0.0 0.0 0.0
H 2.6348 -3.8851 -1.7161 0.0 0.0 0.0
```
Forces are in eV/Å.

---

[2]
Computed, not measured: C37H47Br2F5I2N4O2PPbSTe as an isolated structure at a distorted geometry, with ωB97M-V with the def2-TZVPD basis set.

Output
Net charge: +1
DFT total energy (a.u.): -9250.62879
Energy above the lowest of the compared OMol25 structures with the same formula, charge and spin (kcal/mol): 0.0

The geometry in XYZ format:
```
103
Properties=species:S:1:pos:R:3:forces:R:3
Pb 0.2264 0.4435 0.3852 -0.6 0.2 0.2
C -1.0970 -0.5280 3.7188 0.0 0.0 0.0
C -0.5126 -1.7888 3.1723 0.0 0.0 0.0
C -0.5630 -3.0011 3.8866 0.0 0.1 0.0
C -0.0325 -4.1359 3.3415 0.0 -0.1 0.0
C 0.5635 -4.0816 2.0683 0.1 0.0 -0.1
C 1.0869 -5.2206 1.3730 0.0 -0.1 0.1
Br 1.1481 -6.8864 2.2160 0.0 0.0 0.0
C 1.5438 -5.1387 0.0658 0.0 0.0 0.1
C 1.5710 -3.9218 -0.5737 0.0 0.1 -0.1
Br 2.1251 -3.8074 -2.3515 0.0 0.0 0.1
C 1.1674 -2.6956 0.0803 0.0 -0.3 0.0
O 1.2719 -1.6034 -0.4942 0.0 -0.1 0.0
C 0.5881 -2.8345 1.4318 0.0 0.0 0.1
N 0.0602 -1.7340 1.9797 -0.1 -0.2 -0.3
H -1.6448 -0.7067 4.6418 0.0 0.0 0.0
H -1.7689 -0.0708 2.9882 0.0 0.0 0.0
H -0.2980 0.1946 3.9130 0.0 0.0 0.0
H -1.0433 -3.0234 4.8557 0.0 0.0 0.0
H -0.0857 -5.0789 3.8683 0.0 0.0 0.0
H 1.8741 -6.0269 -0.4539 0.0 0.0 0.1
I 4.9525 2.0559 0.9294 0.0 0.0 -0.1
C 3.5225 3.6159 1.0040 -0.2 -0.1 0.0
I 1.6138 3.0914 1.8077 0.9 0.7 0.3
H 3.3629 3.9686 -0.0063 0.0 0.1 0.0
H 3.9152 4.3967 1.6405 0.0 0.0 0.0
C 1.3096 4.0425 -2.2453 -0.1 0.0 0.1
C 0.4942 2.8708 -2.7932 0.0 -0.1 -0.1
C 0.2350 2.9705 -4.2977 0.0 0.0 0.1
P 1.2333 1.2652 -2.2187 0.1 0.0 -0.2
C 3.0380 1.2542 -2.6479 -0.1 -0.1 -0.1
C 3.5105 1.8144 -3.9925 0.0 0.0 0.1
C 3.6191 -0.1407 -2.3974 0.0 0.0 0.1
C 0.3340 0.0570 -3.2468 0.0 0.0 0.1
C 0.7728 -0.3882 -4.4781 0.0 0.1 0.0
C -0.0569 -1.0790 -5.3647 0.0 0.0 0.0
C 0.4306 -1.5162 -6.7134 0.0 0.0 0.1
C -1.3899 -1.3215 -4.9845 0.0 0.0 -0.1
C -1.8526 -0.9490 -3.7550 0.1 0.0 0.1
C -0.9857 -0.3175 -2.8048 -0.1 -0.5 0.0
N -1.3392 -0.2291 -1.5199 0.1 0.6 -0.1
C -2.7034 -0.3980 -1.1331 -0.1 -0.2 0.0
C -3.6058 0.6571 -1.3231 0.1 0.3 0.2
C -3.1871 1.9150 -2.0362 0.0 -0.1 0.1
C -4.8632 0.5592 -0.7510 0.0 0.0 -0.1
C -5.2757 -0.5703 -0.0512 -0.1 0.0 0.0
C -6.6436 -0.6196 0.5757 0.1 0.1 0.0
C -4.3980 -1.6370 0.0268 0.1 -0.1 0.1
C -3.1104 -1.5698 -0.4979 0.0 -0.2 -0.3
C -2.2479 -2.8103 -0.5083 0.0 0.1 0.2
H 0.8174 4.9786 -2.5137 0.0 0.0 0.0
H 2.3233 4.0728 -2.6472 0.0 0.0 0.0
H 1.3527 4.0088 -1.1542 0.0 0.0 0.0
H -0.4754 2.8942 -2.2897 0.0 0.0 0.0
H 1.1440 2.8734 -4.8900 0.0 0.0 0.0
H -0.2061 3.9456 -4.5162 0.0 0.0 0.0
H -0.4696 2.2083 -4.6317 0.0 0.0 0.0
H 3.4375 1.9133 -1.8682 0.0 0.0 0.0
H 3.1883 1.2153 -4.8427 0.0 0.0 0.0
H 4.6033 1.8113 -3.9933 0.0 0.0 0.0
H 3.1871 2.8385 -4.1590 0.0 0.0 0.0
H 3.3778 -0.8228 -3.2152 0.0 0.0 0.0
H 3.2367 -0.5818 -1.4759 0.0 0.0 0.0
H 4.7060 -0.0766 -2.3157 0.0 0.0 0.0
H 1.7805 -0.1637 -4.7962 0.0 0.1 0.0
H 1.4569 -1.2006 -6.8943 0.0 0.0 0.0
H -0.2035 -1.1078 -7.5018 0.0 0.0 0.0
H 0.3879 -2.6046 -6.7995 0.0 0.0 0.0
H -2.0508 -1.8338 -5.6749 0.0 0.0 0.0
H -2.8580 -1.1978 -3.4395 0.0 0.0 0.0
H -2.3498 2.3854 -1.5155 -0.1 0.0 0.0
H -4.0047 2.6331 -2.0558 0.0 0.0 0.0
H -2.8826 1.7124 -3.0662 0.0 0.0 0.0
H -5.5454 1.3974 -0.8493 0.0 0.0 0.0
H -7.4054 -0.2886 -0.1306 0.0 0.0 0.0
H -6.6888 0.0548 1.4327 0.0 0.0 0.0
H -6.8933 -1.6235 0.9155 0.0 0.0 0.0
H -4.7188 -2.5641 0.4928 0.0 0.0 0.0
H -2.8495 -3.6786 -0.7781 0.0 0.0 0.0
H -1.8284 -3.0120 0.4809 0.0 0.0 0.0
H -1.4247 -2.7295 -1.2200 0.0 0.0 0.0
F -1.0052 3.6917 0.0343 0.5 -0.3 0.2
Te -2.0107 3.2442 1.5901 -1.4 0.8 0.2
F -3.3996 3.9409 0.5635 0.0 -0.2 -0.2
F -1.5358 4.9716 2.0455 -0.1 0.2 0.1
F -0.9102 2.8725 3.1029 0.5 -0.2 -0.4
F -3.3377 3.2519 2.8917 0.0 -0.2 0.1
O -2.0116 1.5212 1.1159 0.2 -0.3 -0.1
C 2.6021 1.9274 5.3944 0.0 0.0 0.0
N 2.4471 0.5138 5.6532 0.1 0.0 0.1
C 2.0959 0.0102 6.9779 0.0 0.1 -0.1
C 2.1100 -1.5136 6.7852 0.0 0.0 -0.1
N 2.1745 -1.6326 5.3287 -0.1 0.0 0.2
C 2.4798 -0.4541 4.7274 -0.1 0.0 -0.1
S 2.8112 -0.2709 3.0940 0.1 -0.2 0.1
H 3.1144 2.3893 6.2380 0.0 0.0 0.0
H 1.6357 2.4168 5.2506 0.0 0.0 0.0
H 3.1989 2.0542 4.4948 0.0 0.0 0.0
H 1.1137 0.3818 7.2796 0.0 0.0 0.0
H 2.8270 0.3441 7.7134 0.0 0.0 0.0
H 1.2110 -1.9895 7.1724 0.0 0.0 0.1
H 2.9788 -1.9730 7.2582 0.0 0.0 0.0
H 2.4010 -2.4973 4.8703 0.1 0.1 -0.1
```
Forces are in eV/Å.

---

Number 1: molar mass 1054.98 g mol⁻¹. Number 2: molar mass 1486.26 g mol⁻¹.